ORCA calculation (the ωB97M-V functional and the def2-TZVPD basis) on a structure of composition C16H25AuN5O6 in a non-equilibrium geometry.

Summary:
Kohn-Sham gap (alpha / beta) = 0.2099 / 0.2351 hartree
HOMO energy (alpha / beta) = -10.58 / -11.53 eV
expectation value of S² = 2.122

ORCA input file:
```
! RIJCOSX wB97M-V def2-TZVPD def2/J DEFGRID3
* xyz 1 3
O 0.7777 4.2091 -1.4739
H 1.3575 4.9427 -1.7278
Au 0.4154 0.9348 -0.5690
N -1.1563 2.2280 -0.8856
N -0.0332 1.5866 1.3808
N 0.8631 -0.0426 -2.3209
N 1.5510 -0.6215 0.1206
O -1.8815 2.1534 -1.9067
O 0.6872 0.4470 -3.5247
O 1.8260 -0.8451 1.4093
O 0.4680 1.1192 2.4703
C -0.8537 2.6733 1.4191
C -1.4413 3.0450 0.1902
C 1.5353 -1.1988 -2.1418
C 1.9360 -1.4996 -0.8044
C -2.3251 4.1981 -0.0756
H -1.7682 4.9217 -0.6907
H -2.6331 4.6773 0.8576
H -3.2157 3.8605 -0.6266
C -1.0545 3.3449 2.7336
H -0.1167 3.7818 3.1170
H -1.4058 2.6056 3.4704
H -1.7945 4.1485 2.6257
C 1.8326 -2.0343 -3.3236
C 2.7372 -2.7001 -0.4461
H 1.6634 -1.4877 -4.2490
H 1.1970 -2.9196 -3.3503
H 2.8574 -2.3957 -3.3317
H 2.7034 -2.9224 0.6248
H 3.7886 -2.5704 -0.7430
H 2.3449 -3.5607 -1.0003
H 0.5505 1.7072 -3.3587
H 1.3601 -0.0438 1.9079
C 1.9658 2.3933 -0.4881
H 1.4788 3.4523 -0.6353
H 2.5616 2.1677 -1.3799
H 2.5100 2.2269 0.4426
O 0.5482 2.8192 -3.4477
H 0.6807 3.4580 -2.4461
H 1.3569 2.9589 -4.0043
N -1.4658 -0.8962 0.0300
C -1.5936 -1.8656 0.6689
C -1.7500 -3.0580 1.4419
C -0.6914 -3.4701 2.2614
C -0.8157 -4.6364 3.0201
C -2.0004 -5.3875 2.9550
C -3.0549 -4.9719 2.1320
C -2.9339 -3.8091 1.3739
H 0.2296 -2.8718 2.3028
H 0.0071 -4.9567 3.6580
H -2.0952 -6.2936 3.5459
H -3.9774 -5.5412 2.0692
H -3.7331 -3.4606 0.7231
*
```

Results of the Löwdin charge analysis, in e, for atoms 1 through 8:
1 O -0.23
2 H 0.06
3 Au 1.34
4 N -0.19
5 N -0.16
6 N -0.14
7 N -0.15
8 O 0.06

***

ORCA calculation (the ωB97M-V functional and the def2-TZVPD basis) on an isolated molecule of C3H3NO2 in a non-equilibrium geometry.

Summary:
Kohn-Sham gap = 0.3929 hartree
HOMO energy = -9.78 eV
SMILES = Oc1ccon1

ORCA input file:
```
! RIJCOSX wB97M-V def2-TZVPD def2/J DEFGRID3
* xyz 0 1
O -1.9966 0.4077 0.2263
C -0.6827 0.2504 0.0690
C 0.0670 -0.9240 0.0614
C 1.3451 -0.4669 -0.1379
O 1.3412 0.8911 -0.2403
N 0.0329 1.3546 -0.1069
H -2.1552 1.3662 0.1741
H -0.2651 -1.9425 0.1814
H 2.3134 -0.9365 -0.2270
*
```

Results of the Löwdin charge analysis, in e, for atoms 1 through 8:
1 O 0.09
2 C -0.44
3 C 0.01
4 C -0.08
5 O -0.06
6 N 0.11
7 H 0.12
8 H 0.11

***

ORCA calculation (the ωB97M-V functional and the def2-TZVPD basis) on a cluster of 3 separate species, C9H24O3 in total in a non-equilibrium geometry.

Summary:
Kohn-Sham gap = 0.4004 hartree
HOMO energy = -10.09 eV
SMILES = CC(C)O.CC(C)O.CC(C)O

ORCA input file:
```
! RIJCOSX wB97M-V def2-TZVPD def2/J DEFGRID3
* xyz 0 1
C -1.3941 3.7447 2.4711
C -0.7100 3.0154 1.2635
C -1.4573 1.6945 0.8802
O -0.6322 3.9674 0.2343
H -2.4768 3.6287 2.5196
H -1.2472 4.8138 2.6245
H -0.9029 3.3633 3.3663
H 0.3009 2.7998 1.6095
H -1.7836 1.1152 1.7439
H -0.9790 1.0121 0.1777
H -2.4399 1.9668 0.4950
H -0.4873 4.8378 0.6124
C -6.1449 -2.6239 -3.3650
C -6.6396 -2.9886 -1.9517
C -8.1775 -2.7208 -1.7351
O -6.1290 -4.3424 -1.6651
H -6.5705 -3.3158 -4.0918
H -5.0618 -2.6633 -3.4808
H -6.4177 -1.6082 -3.6512
H -6.0712 -2.3475 -1.2780
H -8.9897 -2.8403 -2.4521
H -8.2783 -1.7195 -1.3163
H -8.4388 -3.4113 -0.9333
H -5.3219 -4.4027 -2.1814
C 6.8018 -0.5769 0.9798
C 8.2588 -0.3700 0.4138
C 8.8812 0.9943 0.7783
O 9.0514 -1.3767 1.0297
H 6.1442 0.1592 0.5172
H 6.8228 -0.2437 2.0174
H 6.4024 -1.5282 0.6283
H 8.3628 -0.5105 -0.6621
H 9.9691 0.9744 0.7142
H 8.5340 1.3228 1.7578
H 8.5724 1.7421 0.0479
H 8.6495 -1.5622 1.8816
*
```

Results of the Löwdin charge analysis, in e, for atoms 1 through 8:
1 C -0.06
2 C -0.46
3 C -0.04
4 O -0.06
5 H 0.07
6 H 0.07
7 H 0.07
8 H 0.12

***

ORCA calculation (the ωB97M-V functional and the def2-TZVPD basis) on a structure of composition C46H40Br2CuN4O3P2S2.

Summary:
Kohn-Sham gap = 0.2520 hartree
HOMO energy = -4.54 eV

ORCA input file:
```
! RIJCOSX wB97M-V def2-TZVPD def2/J DEFGRID3
* xyz -1 1
Cu -0.5381 -0.1178 -0.3251
C 1.4545 0.4177 -2.9135
C 2.3985 -0.3972 -1.9995
P 3.1043 0.4872 -0.5119
C 2.8457 -0.6862 0.8733
C 1.7936 -1.5921 0.9362
C 1.6121 -2.3857 2.0635
C 2.4725 -2.2739 3.1426
C 3.5130 -1.3518 3.1008
C 3.6920 -0.5610 1.9792
C 4.9053 0.1838 -0.8272
C 5.4707 -1.0915 -0.8435
C 6.8227 -1.2622 -1.0907
C 7.6364 -0.1592 -1.3256
C 7.0869 1.1125 -1.3144
C 5.7289 1.2796 -1.0649
C 1.3505 1.9047 -2.5663
P 0.4339 2.0326 -0.9560
C 0.8669 3.7600 -0.4623
C 1.8981 3.9677 0.4535
C 2.2493 5.2497 0.8508
C 1.5676 6.3469 0.3449
C 0.5299 6.1522 -0.5554
C 0.1787 4.8697 -0.9522
C -1.3288 2.3098 -1.4603
C -1.8085 2.4989 -2.7535
C -3.1734 2.5828 -2.9987
C -4.0821 2.4756 -1.9584
C -3.6209 2.3095 -0.6602
C -2.2604 2.2325 -0.4167
H 0.4544 -0.0155 -2.8516
H 1.7899 0.2972 -3.9462
H 3.2676 -0.7305 -2.5659
H 1.8589 -1.2873 -1.6749
H 1.0881 -1.6808 0.1162
H 0.7862 -3.0854 2.0961
H 2.3304 -2.8964 4.0171
H 4.1807 -1.2463 3.9472
H 4.5045 0.1571 1.9532
H 4.8447 -1.9559 -0.6527
H 7.2453 -2.2596 -1.1004
H 8.6935 -0.2955 -1.5166
H 7.7145 1.9762 -1.4966
H 5.3011 2.2760 -1.0506
H 0.8327 2.4623 -3.3435
H 2.3382 2.3534 -2.4424
H 2.4339 3.1149 0.8540
H 3.0522 5.3917 1.5638
H 1.8395 7.3483 0.6544
H -0.0126 7.0032 -0.9490
H -0.6410 4.7291 -1.6443
H -1.1317 2.5768 -3.5930
H -3.5206 2.7184 -4.0157
H -5.1462 2.4943 -2.1599
H -4.3217 2.1895 0.1574
H -1.9086 2.0998 0.6004
C 2.9701 -3.9316 -1.6474
C 1.5087 -4.2448 -1.4567
C 1.0926 -5.5610 -1.1722
C -0.2390 -5.8291 -1.0527
C -1.1834 -4.7973 -1.2222
C -2.5807 -4.9920 -1.1922
Br -3.3127 -6.7326 -0.9343
C -3.4390 -3.9515 -1.3846
C -2.9291 -2.6698 -1.5928
Br -4.1429 -1.2526 -1.8942
C -1.5731 -2.3540 -1.5995
O -1.1509 -1.1497 -1.8058
C -0.6749 -3.4857 -1.4497
N 0.6555 -3.2519 -1.5595
H 3.5655 -4.8444 -1.6705
H 3.3346 -3.3029 -0.8329
H 3.1161 -3.3884 -2.5814
H 1.8302 -6.3428 -1.0403
H -0.5862 -6.8301 -0.8353
H -4.5069 -4.1123 -1.3662
N -7.3187 2.7030 2.3006
C -6.4408 1.6169 2.3536
C -6.4450 0.6539 1.3434
C -5.6066 -0.4443 1.4178
C -4.7569 -0.5961 2.5033
C -4.7600 0.3423 3.5259
C -5.5968 1.4434 3.4508
S -3.5890 -1.9363 2.5204
O -4.1629 -2.9975 1.7398
O -3.2841 -2.2022 3.9125
N -2.3373 -1.3399 1.7208
C -1.4198 -0.6034 2.3281
S -1.1844 -0.3922 4.0765
C 0.1094 0.7211 3.7638
C 0.3061 0.8423 2.4412
N -0.5281 0.1064 1.6351
H -7.6398 2.9471 1.3785
H -7.0411 3.5024 2.8454
H -7.1045 0.7790 0.4911
H -5.6052 -1.1952 0.6398
H -4.1154 0.1966 4.3818
H -5.5990 2.1836 4.2434
H 0.6487 1.1910 4.5686
H 1.0427 1.4729 1.9631
*
```

Results of the Löwdin charge analysis, in e, for atoms 1 through 8:
1 Cu 0.24
2 C -0.29
3 C -0.32
4 P 1.06
5 C -0.38
6 C -0.12
7 C -0.06
8 C -0.09

***

ORCA calculation (the ωB97M-V functional and the def2-TZVPD basis) on the ion C11H15N2 with charge +1.

Summary:
Kohn-Sham gap = 0.3156 hartree
HOMO energy = -12.80 eV
SMILES = C#CC[n+]1cccc(NCCC)c1

ORCA input file:
```
! RIJCOSX wB97M-V def2-TZVPD def2/J DEFGRID3
* xyz 1 1
C 5.1549 -0.5883 1.1365
C 3.9702 -0.7512 1.1821
C 2.5333 -0.9759 1.2522
N 1.7618 0.0134 0.4632
C 2.2667 0.5979 -0.6242
C 1.5289 1.4992 -1.3611
C 0.2315 1.7894 -0.9693
C -0.3063 1.1683 0.1708
N -1.6022 1.4127 0.6438
C -2.6711 0.4179 0.3193
C -2.2532 -0.7460 -0.5707
C -3.4572 -1.6615 -0.8669
C 0.5101 0.2999 0.8705
H 6.1791 -0.2957 1.0961
H 2.1698 -0.9638 2.2770
H 2.3059 -1.9686 0.8535
H 3.2816 0.3526 -0.9023
H 1.9350 1.9671 -2.2447
H -0.4034 2.4810 -1.5081
H -1.8756 2.3479 0.3777
H -3.5125 0.9578 -0.1143
H -3.0261 -0.0044 1.2620
H -1.8636 -0.3991 -1.5295
H -1.5139 -1.3487 -0.0390
H -3.0721 -2.6140 -1.2295
H -4.0938 -1.2286 -1.6349
H -4.0306 -1.8648 0.0368
H 0.1401 -0.1717 1.7699
*
```

Results of the Löwdin charge analysis, in e, for atoms 1 through 8:
1 C 0.17
2 C -0.11
3 C -0.10
4 N -0.03
5 C -0.01
6 C 0.01
7 C 0.06
8 C -0.25

***

ORCA calculation (the ωB97M-V functional and the def2-TZVPD basis) on a structure of composition C36H76ClN4O8Y in a non-equilibrium geometry.

Summary:
Kohn-Sham gap = 0.0509 hartree
HOMO energy = -10.24 eV

ORCA input file:
```
! RIJCOSX wB97M-V def2-TZVPD def2/J DEFGRID3
* xyz 2 1
Y 4.5564 -3.4781 0.0579
Cl 0.1503 0.2912 -3.0605
O 0.8417 -0.9618 -2.6861
O -1.2490 -0.0016 -3.3436
O 3.6198 -2.8082 1.9376
O 2.8977 -4.6235 -0.6764
C 5.4201 -0.3509 -0.3737
C 5.2121 -0.3570 -1.8601
C 6.5577 0.0374 -2.5093
C 6.7001 -0.5342 -3.9855
C 6.3094 -1.9699 -4.0732
C 4.8628 -2.2138 -3.6069
N 4.8230 -1.8038 -2.1599
O 3.5655 -1.9860 -1.5406
C 3.9048 -1.4444 -4.5144
C 4.4529 -3.6597 -3.7149
C 4.1153 0.7068 -2.1891
H 6.0225 0.4823 -0.1036
H 5.9740 -1.2484 -0.0863
H 4.5145 -0.3377 0.1749
H 6.5994 1.1418 -2.3955
H 7.3103 -0.5217 -2.0058
H 7.7801 -0.5819 -4.1940
H 6.2295 -0.0030 -4.8107
H 6.9024 -2.5347 -3.3705
H 6.3499 -2.3654 -5.0657
H 4.2054 -0.4798 -4.7689
H 3.8614 -1.8641 -5.4796
H 2.8704 -1.5552 -4.1589
H 4.5135 -4.1114 -4.7457
H 5.2464 -4.3154 -3.2427
H 3.4264 -3.7780 -3.3026
H 4.0301 1.4353 -1.3641
H 3.1529 0.2587 -2.3932
H 4.3665 1.3410 -3.0675
H 2.8954 -1.3654 -2.0301
C -3.5210 9.9334 0.7498
C -3.6511 9.2431 2.0631
C -4.3169 10.1634 3.1717
C -4.7867 9.4388 4.4270
C -4.5399 7.8781 4.4748
C -4.8311 7.2252 3.0992
N -4.5046 8.0160 1.9987
O -4.7243 7.6125 0.8187
C -3.8572 5.9208 3.0053
C -6.3978 6.9509 2.9832
C -2.2637 8.8182 2.5880
H -4.4815 10.1985 0.3850
H -2.9905 9.2552 0.0431
H -2.8206 10.7995 0.9933
H -3.4847 10.8061 3.4465
H -5.0563 10.7677 2.6689
H -5.8177 9.6388 4.5144
H -4.3093 9.8641 5.2870
H -5.2895 7.4506 5.0847
H -3.5425 7.7192 4.9377
H -4.1145 5.2889 3.8912
H -4.1579 5.3810 2.0844
H -2.8111 6.1942 3.0935
H -6.8458 7.7282 3.5893
H -6.9044 7.0688 2.0068
H -6.7805 5.9912 3.4335
H -1.8199 8.0774 1.9098
H -2.3590 8.4198 3.5550
H -1.7413 9.8282 2.5393
H -5.3694 6.8919 0.7420
C 7.5926 -7.0090 1.0925
C 6.2507 -6.3419 1.0985
C 5.1629 -7.0854 2.0066
C 5.2291 -6.8227 3.4718
C 5.4930 -5.4018 3.9222
C 6.6470 -4.6875 3.0911
N 6.2799 -4.9381 1.6799
O 7.0927 -4.0379 0.8482
C 6.6649 -3.1675 3.4059
C 8.0867 -5.1628 3.5849
C 5.6148 -6.2168 -0.2575
H 7.7822 -7.5877 1.9730
H 8.3203 -6.2359 0.8772
H 7.6945 -7.6157 0.2368
H 4.1858 -6.7960 1.5589
H 5.2572 -8.1847 1.8518
H 6.0480 -7.4989 3.9440
H 4.3708 -7.2176 3.9571
H 5.5862 -5.2337 4.9865
H 4.5937 -4.8250 3.6434
H 5.7159 -2.6914 3.1382
H 6.7920 -3.0320 4.4362
H 7.5394 -2.7204 2.9008
H 8.0108 -5.9931 4.3919
H 8.7470 -5.4399 2.7221
H 8.6265 -4.3616 4.0626
H 6.2573 -5.5585 -0.8969
H 4.5379 -5.9524 -0.2428
H 5.6821 -7.1554 -0.8711
H 7.9935 -4.0806 1.1804
C -6.2682 0.9385 -2.8420
C -6.6656 -0.6054 -2.7542
C -5.8053 -1.5227 -1.9840
C -6.1584 -1.3686 -0.4371
C -7.5091 -2.0986 -0.3556
C -8.5948 -1.6201 -1.2466
N -8.0707 -0.7234 -2.1809
O -8.8632 0.0876 -2.8677
C -9.3601 -2.8309 -1.9947
C -9.7012 -0.9218 -0.2939
C -6.9618 -1.1861 -4.2584
H -5.9012 1.1492 -3.8410
H -5.6180 1.1943 -2.0496
H -7.1776 1.5661 -2.7454
H -5.9027 -2.5454 -2.2661
H -4.7816 -1.2480 -2.0963
H -6.3346 -0.2508 -0.1496
H -5.3619 -1.7573 0.1769
H -7.8878 -2.1596 0.6934
H -7.2939 -3.0734 -0.6862
H -9.6329 -2.5499 -2.9882
H -8.5364 -3.5508 -2.0168
H -10.2103 -3.2216 -1.4187
H -9.0856 -0.4307 0.4502
H -10.3861 -0.3175 -0.8376
H -10.2102 -1.6930 0.3864
H -5.9369 -1.0695 -4.5932
H -7.5852 -0.4707 -4.8702
H -7.3594 -2.1946 -4.2442
H -9.5952 0.5171 -2.3583
*
```

Results of the Löwdin charge analysis, in e, for atoms 1 through 8:
1 Y 1.46
2 Cl 0.98
3 O -0.55
4 O -0.51
5 O -0.38
6 O -0.38
7 C -0.06
8 C -0.48

***

Quick rundown of DFT total energy, same order as above: -1484.93759; -321.29660; -582.95345; -10489.40201; -537.35046; -2735.42030 Ha